DFT (ωB97M-V/def2-TZVPD) results for a molecular structure, C23H42FeNO5S3Si3 at a distorted geometry.

Summary:
Calculated total energy, eV: -126787.976
2S+1: 2
<S²>: 0.789
Net charge: 0

Each line ends with the Mulliken charge.
CARTESIAN COORDINATES (ANGSTROEM)
Fe: 0.216 0.109 -0.009  1.416
O: 3.344 -1.047 2.652  -0.769
C: 2.274 -0.805 2.117  0.022
O: 2.017 -0.737 0.864  -0.537
C: 1.055 -0.485 2.984  0.466
C: 1.061 -0.308 4.358  -0.904
C: -0.122 0.093 4.968  -0.404
C: -1.259 0.309 4.197  -0.863
C: -1.154 0.137 2.826  0.290
N: -0.027 -0.255 2.266  1.094
C: -2.216 0.513 1.791  0.180
O: -3.381 0.626 2.124  -0.716
O: -1.697 0.728 0.635  -0.811
H: 1.975 -0.468 4.913  0.595
H: -0.150 0.268 6.036  0.429
H: -2.201 0.618 4.627  0.573
C: 1.915 4.934 -0.772  0.397
C: 0.448 5.336 -0.575  -1.031
S: -0.699 3.923 -0.349  0.116
C: -0.830 3.823 1.458  -0.742
C: 0.507 3.662 2.167  -1.065
S: 1.554 2.393 1.363  0.269
C: 3.202 2.925 1.935  -1.017
C: 3.897 3.886 0.978  -0.581
S: 2.997 5.437 0.624  -0.196
H: 2.326 5.394 -1.670  0.601
H: 1.997 3.854 -0.850  -0.898
H: 0.073 5.847 -1.461  0.432
H: 0.320 6.000 0.280  0.527
H: -1.473 2.961 1.621  -0.135
H: -1.342 4.716 1.816  0.655
H: 0.344 3.354 3.201  0.634
H: 1.071 4.592 2.149  0.500
H: 3.788 2.008 2.016  0.452
H: 3.087 3.366 2.924  0.434
H: 4.097 3.410 0.019  0.207
H: 4.840 4.207 1.424  0.488
C: -0.329 -3.021 0.605  -1.106
O: -0.348 -2.000 -0.387  0.122
Si: 0.055 -2.208 -1.998  0.050
C: -1.142 -3.445 -2.782  -1.286
C: 1.767 -3.003 -2.059  -1.158
C: -0.138 -0.415 -2.526  0.457
Si: 1.362 0.578 -3.071  0.240
C: 2.834 0.433 -1.890  -0.847
C: 1.087 2.445 -3.233  -0.697
C: 1.852 -0.108 -4.774  -1.102
Si: -1.892 0.128 -2.967  0.178
C: -2.206 1.986 -3.058  -0.785
C: -3.170 -0.588 -1.778  -0.947
C: -2.152 -0.529 -4.738  -1.179
H: -0.594 -3.986 0.169  0.466
H: -1.053 -2.763 1.376  0.227
H: 0.666 -3.090 1.048  0.241
H: -1.078 -4.416 -2.288  0.417
H: -0.900 -3.602 -3.835  0.360
H: -2.177 -3.110 -2.728  0.391
H: 1.687 -4.089 -1.994  0.377
H: 2.366 -2.660 -1.212  0.250
H: 2.311 -2.769 -2.975  0.352
H: 2.567 0.744 -0.876  0.019
H: 3.652 1.073 -2.222  0.553
H: 3.215 -0.584 -1.813  0.303
H: 0.460 2.836 -2.431  -0.401
H: 0.621 2.714 -4.181  0.447
H: 2.049 2.960 -3.186  0.383
H: 1.998 -1.188 -4.734  0.287
H: 2.775 0.347 -5.133  0.397
H: 1.071 0.089 -5.510  0.312
H: -1.924 2.497 -2.138  -0.085
H: -3.275 2.150 -3.208  0.459
H: -1.682 2.457 -3.889  0.300
H: -3.304 0.096 -0.940  0.183
H: -2.862 -1.543 -1.354  0.194
H: -4.138 -0.720 -2.263  0.567
H: -1.403 -0.113 -5.414  0.273
H: -3.135 -0.241 -5.112  0.398
H: -2.073 -1.615 -4.783  0.282

=====

DFT (ωB97M-V/def2-TZVPD) results for a single C4H7ClN2O molecule at a distorted geometry.

Summary:
2S+1: 1
Relative energy (zero: lowest compared OMol25 entry of this formula, charge and spin), eV: 4.293
Net charge: 0

Each line ends with the Mulliken charge.
CARTESIAN COORDINATES (ANGSTROEM)
C: 0.604 -0.817 0.230  0.235
C: -0.263 0.458 -0.144  -0.230
C: -1.247 1.273 0.660  -0.545
C: -1.674 0.400 -0.494  -0.096
H: 2.682 0.297 -0.003  0.336
H: 2.379 -1.676 -0.383  0.353
H: -0.583 -1.425 1.575  0.296
H: 0.389 0.900 -0.921  0.435
H: -1.389 0.963 1.659  0.282
H: -1.146 2.346 0.412  0.216
H: -1.862 0.860 -1.596  0.224
N: 1.710 -1.051 -0.778  -0.279
N: 0.453 -1.499 1.337  -0.683
O: 2.502 0.097 -0.907  -0.386
Cl: -2.554 -1.127 -0.649  -0.157